# 1
{"formula": "C15H23BN5O4S", "method": "ωB97M-V/def2-TZVPD", "largest_force_ev_per_a": 2.646, "gap_ev": 6.05, "spin_multiplicity": 1, "total_energy_ha": -1582.9575, "e_lumo_ha": -0.1965, "total_charge": 1, "elements": ["N", "C", "N", "C", "C", "C", "C", "C", "S", "C", "N", "N", "C", "O", "C", "O", "B", "O", "O", "N", "H", "H", "H", "H", "H", "H", "H", "H", "H", "H", "H", "H", "H", "H", "H", "H", "H", "C", "C", "C", "C", "C", "C", "H", "H", "H", "H", "H", "H"], "positions_angstrom": [[2.64730, -1.61481, 1.02054], [2.82397, -0.93271, -0.08533], [1.94404, -0.99840, -1.13868], [1.93760, 0.44524, -1.60344], [0.59427, 1.10054, -1.84596], [0.77091, 2.33977, -2.73808], [-0.09891, 3.54219, -2.37377], [0.00482, 3.97459, -0.89097], [-1.55342, 3.89191, 0.04745], [-2.03728, 2.24954, -0.24996], [-2.69521, 1.75638, -1.24805], [-2.78855, 0.40557, -1.01979], [-2.18088, 0.16514, 0.09657], [-1.68528, 1.29237, 0.64691], [2.90376, 1.14929, -0.62198], [2.23942, 1.42300, 0.58128], [2.91671, 2.16550, 1.54974], [2.31053, 2.35510, 2.75569], [4.19283, 2.63627, 1.34177], [3.85350, 0.01031, -0.28078], [1.73671, -1.56334, 1.45955], [3.32614, -2.24743, 1.42113], [2.32571, -1.53417, -1.91132], [2.47204, 0.43815, -2.56034], [-0.03832, 0.37230, -2.34660], [0.17062, 1.33089, -0.87448], [0.60449, 2.05210, -3.77276], [1.81482, 2.66238, -2.68513], [-1.14186, 3.34379, -2.59793], [0.25536, 4.37839, -2.96960], [0.25945, 5.02992, -0.85745], [0.79270, 3.42555, -0.37884], [-2.06633, -0.79879, 0.55692], [3.39361, 2.00614, -1.06391], [1.44978, 2.78189, 2.69884], [4.21410, 3.50622, 0.93302], [4.27711, -0.17962, -1.19211], [-3.84512, -3.23321, 1.23255], [-3.91918, -4.46463, 0.59648], [-3.39823, -5.59389, 1.21208], [-2.81038, -5.49358, 2.46608], [-2.73865, -4.26288, 3.10337], [-3.25316, -3.13109, 2.48481], [-4.25297, -2.35209, 0.75148], [-4.38364, -4.54360, -0.37757], [-3.45233, -6.55378, 0.71570], [-2.41055, -6.37627, 2.94771], [-2.28504, -4.18632, 4.08324], [-3.19702, -2.16987, 2.98193]]}

# 2
{"formula": "C15H23ClOOs", "method": "ωB97M-V/def2-TZVPD", "s2": 6.025, "largest_force_ev_per_a": 4.228, "gap_ev": [3.40, 6.64], "spin_multiplicity": 5, "de_lowest_kcal_mol": 0.0, "total_energy_ha": -1210.6250, "e_lumo_ha": [-0.3077, -0.3077], "total_charge": 2, "elements": ["C", "C", "C", "C", "Cl", "H", "H", "H", "H", "H", "H", "H", "H", "H", "C", "C", "C", "H", "C", "C", "H", "H", "H", "H", "C", "C", "C", "H", "C", "C", "H", "H", "H", "H", "Os", "C", "O", "H", "H", "H", "H"], "positions_angstrom": [[-3.99640, -3.72572, 0.25544], [-3.70731, -3.67425, 1.69804], [-4.85259, -2.69764, -0.34652], [-3.10591, -4.52441, -0.60142], [0.21034, -1.02944, 0.45165], [-5.88564, -3.04234, -0.49238], [-4.45774, -2.39842, -1.32206], [-4.88329, -1.81012, 0.29244], [-4.35057, -4.36412, 2.26088], [-3.84939, -2.66848, 2.09923], [-2.67018, -3.95088, 1.90281], [-3.54538, -5.50263, -0.84214], [-2.14807, -4.70870, -0.10557], [-2.88756, -4.00626, -1.53882], [1.31200, 2.70911, 0.88090], [0.05906, 3.00017, 0.25237], [-0.94659, 2.28026, 0.93621], [-0.09352, 3.65362, -0.58805], [-0.30297, 1.49245, 1.92588], [1.09673, 1.68680, 1.85192], [1.87313, 1.17396, 2.42045], [2.26190, 3.16714, 0.68355], [-2.00852, 2.30012, 0.70989], [-0.78471, 0.80389, 2.59088], [2.46518, 0.17820, -1.19068], [2.22175, 1.57803, -1.29369], [1.04094, 1.75547, -2.10858], [2.93045, 2.33870, -1.00451], [0.73997, 0.49734, -2.68419], [1.61611, -0.45463, -2.12649], [1.59815, -1.52316, -2.30985], [3.27825, -0.23617, -0.59144], [0.64309, 2.72037, -2.38433], [-0.09569, 0.30951, -3.35555], [0.59137, 1.01684, -0.09554], [5.20556, 3.22743, 0.40331], [4.38030, 2.22980, 0.97233], [5.72107, 2.81537, -0.45303], [5.91277, 3.60613, 1.12558], [4.56861, 4.03233, 0.05855], [4.84533, 1.74432, 1.66251]]}

# 3
{"formula": "C15H23F8NO6", "method": "ωB97M-V/def2-TZVPD", "smiles": "CCOCCO[C@]1(CCCN)COC(=O)O1.FC(F)C(F)(F)COC(F)(F)C(F)F", "largest_force_ev_per_a": 0.682, "gap_ev": 9.90, "spin_multiplicity": 1, "total_energy_ha": -1890.4742, "e_lumo_ha": 0.0180, "total_charge": 0, "elements": ["C", "C", "O", "C", "C", "O", "C", "C", "C", "C", "N", "C", "O", "C", "O", "O", "H", "H", "H", "H", "H", "H", "H", "H", "H", "H", "H", "H", "H", "H", "H", "H", "H", "H", "H", "C", "C", "C", "F", "F", "F", "F", "O", "C", "C", "F", "F", "F", "F", "H", "H", "H", "H"], "positions_angstrom": [[-1.84321, -0.59040, 6.60054], [-1.05925, -0.55012, 5.29002], [-1.95376, -0.69727, 4.19810], [-1.36041, -1.17000, 3.01664], [-0.33801, -0.20353, 2.43161], [0.16403, -0.79611, 1.24006], [1.46616, -0.42244, 0.90978], [2.48922, -1.31573, 1.61310], [2.63093, -2.73335, 1.01896], [1.86147, -3.81422, 1.78049], [0.54111, -4.05437, 1.16929], [1.77486, 1.07244, 1.01468], [2.80923, 1.18145, 0.02548], [2.45390, 0.33606, -0.97908], [2.86584, 0.40655, -2.09527], [1.58387, -0.58020, -0.52255], [-1.62064, 0.29085, 7.20612], [-2.91474, -0.60488, 6.41143], [-1.57024, -1.45842, 7.20320], [-0.53205, 0.40976, 5.20960], [-0.28897, -1.33149, 5.27044], [-0.89472, -2.15621, 3.15155], [-2.16515, -1.29086, 2.28649], [0.46664, -0.02701, 3.15257], [-0.82699, 0.75091, 2.20605], [2.18131, -1.41262, 2.65956], [3.46080, -0.81551, 1.63764], [3.69354, -2.98947, 1.03603], [2.30215, -2.77726, -0.01736], [2.39839, -4.76496, 1.75661], [1.77224, -3.54500, 2.84396], [0.13477, -4.88834, 1.57793], [-0.09004, -3.29202, 1.38802], [0.90631, 1.66058, 0.71066], [2.17308, 1.34528, 1.98828], [-0.67933, 3.09729, -5.64520], [-1.67525, 2.13552, -6.31462], [-3.15388, 2.22759, -5.92221], [-3.34327, 1.92683, -4.62394], [-3.85038, 1.33658, -6.66464], [-1.24474, 0.86378, -6.20529], [-1.66025, 2.46915, -7.64069], [0.11975, 2.60148, -4.58890], [-0.23715, 2.69105, -3.27507], [-0.33811, 1.31005, -2.62247], [-1.26185, 0.54989, -3.24159], [-0.73468, 1.47658, -1.33055], [-1.35445, 3.41878, -3.09143], [0.76198, 3.33448, -2.62586], [0.04538, 3.30939, -6.42992], [-1.15006, 4.04725, -5.39016], [-3.54114, 3.22999, -6.12420], [0.62574, 0.80223, -2.65388]]}

# 4
{"formula": "C15H23N3O4", "method": "ωB97M-V/def2-TZVPD", "smiles": "NCCCC[C@H](N)C(=O)N[C@@H](Cc1ccc(O)cc1)C(=O)O", "largest_force_ev_per_a": 3.751, "gap_ev": 9.01, "spin_multiplicity": 1, "de_lowest_kcal_mol": 50.7, "total_energy_ha": -1050.6005, "e_lumo_ha": 0.0160, "total_charge": 0, "elements": ["C", "C", "C", "C", "C", "C", "C", "C", "C", "C", "C", "C", "C", "C", "C", "H", "H", "H", "H", "H", "H", "H", "H", "H", "H", "H", "H", "H", "H", "H", "H", "H", "H", "H", "H", "H", "H", "H", "N", "N", "N", "O", "O", "O", "O"], "positions_angstrom": [[2.44198, 0.72357, -0.24095], [0.97761, 0.84252, 0.32259], [3.44950, 0.71323, 0.91729], [3.52031, -0.73639, 1.47575], [4.47833, -1.66673, 0.80403], [4.38559, -1.92568, -0.71328], [-1.41196, 0.80860, -0.27440], [-1.62318, 2.30933, -0.51107], [-2.04636, 0.19523, 1.02244], [-3.43971, -0.19231, 0.65476], [-3.47539, -1.44641, -0.00389], [-4.58651, 0.53046, 0.96427], [-4.70338, -1.92227, -0.48304], [-5.77989, 0.03167, 0.46250], [-5.83176, -1.12200, -0.36217], [2.68264, 2.66933, -0.87663], [2.26851, 1.58472, -2.07628], [2.58474, -0.23429, -0.81760], [2.99495, 1.38698, 1.72829], [4.43263, 1.07212, 0.58671], [3.84407, -0.71677, 2.55533], [2.46687, -1.12960, 1.56139], [4.59475, -2.58142, 1.47840], [5.47985, -1.20643, 0.95259], [3.36857, -1.99217, -1.01441], [4.88013, -2.87596, -0.93598], [5.00329, -1.03798, -2.50587], [4.81294, -0.03522, -1.32497], [0.28463, 0.27778, -1.50639], [-1.95132, 0.44579, -1.16593], [-1.53689, -0.72174, 1.36808], [-2.04030, 0.90776, 1.89610], [-2.56443, -1.92740, -0.13030], [-4.58627, 1.44313, 1.51366], [-4.80820, -2.83882, -1.05979], [-6.67928, 0.59675, 0.75279], [-7.49815, -0.78730, -1.22902], [-2.55222, 3.85439, 0.09210], [2.82201, 1.71449, -1.21289], [5.17278, -0.94868, -1.50264], [-0.01497, 0.46637, -0.54658], [0.68212, 1.23171, 1.48197], [-1.02234, 2.90409, -1.39910], [-6.96658, -1.58676, -0.97194], [-2.50970, 2.92231, 0.27408]]}

# 5
{"formula": "C15H23N3O4", "method": "ωB97M-V/def2-TZVPD", "smiles": "COCCNC(=O)CN1CCC(NC(=O)c2ccco2)CC1", "largest_force_ev_per_a": 1.304, "gap_ev": 9.56, "spin_multiplicity": 1, "de_lowest_kcal_mol": 44.8, "total_energy_ha": -1050.6099, "e_lumo_ha": 0.0272, "total_charge": 0, "elements": ["C", "O", "C", "C", "N", "C", "O", "C", "N", "C", "C", "H", "C", "N", "C", "O", "C", "C", "C", "C", "O", "H", "H", "H", "H", "C", "C", "H", "H", "H", "H", "H", "H", "H", "H", "H", "H", "H", "H", "H", "H", "H", "H", "H", "H"], "positions_angstrom": [[-3.56589, -1.24604, -2.01832], [-2.78711, -0.72135, -3.06166], [-3.12601, 0.61006, -3.39021], [-2.18224, 1.08488, -4.49728], [-0.80361, 0.97843, -4.07934], [-0.21395, 1.95942, -3.35131], [-0.71113, 3.05316, -3.20137], [1.15140, 1.58226, -2.78105], [1.03236, 1.22103, -1.37858], [0.31781, -0.02601, -1.17578], [0.05251, -0.24141, 0.31091], [-0.49373, -1.17464, 0.45634], [1.37495, -0.27805, 1.07691], [1.15743, -0.44691, 2.49463], [1.59325, -1.52504, 3.18567], [2.19934, -2.45292, 2.68331], [1.26935, -1.48354, 4.62272], [1.55731, -2.39056, 5.60877], [1.02168, -1.85989, 6.80221], [0.44835, -0.67301, 6.45914], [0.58998, -0.43326, 5.14800], [-0.07207, 0.06485, 7.03790], [1.05792, -2.29871, 7.77789], [2.08516, -3.31193, 5.47757], [0.66013, 0.28008, 2.98494], [2.14138, 1.01140, 0.78498], [2.32496, 1.17790, -0.71989], [2.84427, 2.11807, -0.91938], [2.94841, 0.35062, -1.10738], [3.11545, 0.99157, 1.27579], [1.57312, 1.86194, 1.16619], [1.96437, -1.14618, 0.76161], [-0.55607, 0.58474, 0.68409], [-0.63624, 0.02187, -1.70185], [0.88995, -0.88665, -1.57302], [1.61009, 0.77690, -3.38452], [1.78249, 2.47155, -2.84277], [-0.43565, 0.04123, -4.03166], [-2.38465, 2.13486, -4.71587], [-2.32392, 0.47795, -5.39292], [-4.17003, 0.66849, -3.73151], [-3.01064, 1.25838, -2.50882], [-4.62869, -1.26703, -2.28788], [-3.44769, -0.65723, -1.10003], [-3.21409, -2.26129, -1.84717]]}